No. 1
Computed, not measured: an isolated molecule of C3H6OS, with wB97M-V/def2-TZVPD.

The value obtained for the HOMO-LUMO gap is 8.62 eV. The value obtained for the calculated total energy is -591.1907 hartree. The energy above the lowest of the compared OMol25 structures with the same formula, charge and spin comes out at 89.3 kcal per mole. The calculation puts the LUMO energy at -0.54 eV. The SMILES is C[C@@H](O)C=S.

Last column: Löwdin charge in e.
CARTESIAN COORDINATES (ANGSTROEM)
C: -1.107 -0.384 0.620  -0.092
C: -0.238 0.243 -0.310  -0.555
C: 1.278 -0.428 -0.327  -0.591
H: -2.151 -0.113 0.166  0.122
H: -0.692 0.007 1.738  0.184
H: -1.202 -1.395 0.113  0.099
H: -0.557 -0.044 -1.211  0.074
H: 1.107 1.638 -0.183  0.048
H: 0.877 -1.335 -0.925  0.095
O: 0.057 1.646 0.038  -0.149
S: 2.627 0.164 0.281  0.764

Forces on atoms 1 to 2 (eV/Å):
-2.215 -0.059 1.030
6.873 3.765 3.229

***

No. 2
Computed, not measured: C30H26BrFN5O4SV as an isolated structure, with wB97M-V/def2-TZVPD.

Its total charge is -1. The value obtained for the HOMO-LUMO gap (alpha / beta) is 5.95 / 7.16 eV. The value obtained for the calculated total energy is -5749.8699 hartree. As for the spin multiplicity: 4. The calculation puts the LUMO energy (alpha / beta) at 2.64 / 2.64 eV. The expectation value of S² is 3.77.

Last column: Löwdin charge in e.
CARTESIAN COORDINATES (ANGSTROEM)
V: -0.532 -0.031 -0.130  0.819
Br: 3.470 4.437 4.123  0.645
C: 2.253 3.145 3.418  -0.723
C: 0.976 3.031 3.955  -0.158
C: 0.113 2.100 3.425  -0.018
C: 0.445 1.249 2.334  -0.370
O: -0.473 0.459 1.880  -0.188
C: 1.777 1.376 1.828  -0.105
C: 2.394 0.513 0.744  -0.319
N: 1.513 -0.353 0.115  -0.016
C: 1.936 -1.549 -0.334  -0.231
C: 3.240 -1.952 -0.630  -0.033
C: 3.518 -3.254 -1.069  -0.110
C: 2.540 -4.199 -1.243  -0.085
C: 1.199 -3.845 -0.964  -0.171
C: 0.114 -4.747 -1.083  -0.027
C: -1.156 -4.346 -0.776  -0.060
C: -1.368 -3.021 -0.357  -0.112
N: -0.384 -2.154 -0.241  0.032
C: 0.896 -2.542 -0.525  -0.133
C: 2.643 2.316 2.388  -0.122
H: 0.665 3.671 4.771  0.091
H: -0.897 2.012 3.810  0.109
H: 3.258 -0.019 1.164  0.142
H: 4.044 -1.233 -0.545  0.098
H: 4.548 -3.511 -1.290  0.095
H: 2.769 -5.199 -1.589  0.094
H: 0.310 -5.759 -1.421  0.108
H: -2.000 -5.018 -0.857  0.097
H: -2.364 -2.655 -0.133  0.111
H: 3.643 2.401 1.981  0.108
C: -5.394 -2.372 4.407  -0.061
C: -5.071 -1.539 3.195  -0.282
C: -5.913 -1.519 2.091  -0.051
C: -5.597 -0.769 0.964  -0.057
C: -4.430 -0.026 0.949  -0.275
C: -3.577 -0.016 2.047  -0.043
C: -3.903 -0.777 3.156  -0.029
S: -4.020 0.918 -0.495  0.606
O: -3.750 2.270 -0.061  -0.310
O: -5.107 0.755 -1.441  -0.335
N: -2.685 0.175 -0.952  -0.149
C: -2.262 0.127 -2.255  -0.381
C: -2.998 0.260 -3.447  -0.012
C: -2.335 0.092 -4.643  -0.087
C: -0.971 -0.201 -4.676  -0.093
C: -0.315 -0.297 -3.466  -0.122
N: -0.934 -0.125 -2.303  0.030
H: -6.397 -2.794 4.340  0.068
H: -5.336 -1.778 5.320  0.076
H: -4.688 -3.198 4.512  0.079
H: -6.828 -2.101 2.106  0.104
H: -6.242 -0.758 0.096  0.104
H: -2.658 0.561 2.039  0.091
H: -3.229 -0.781 4.006  0.118
H: -4.054 0.476 -3.404  0.089
H: -2.890 0.184 -5.569  0.099
H: -0.441 -0.340 -5.608  0.089
H: 0.748 -0.505 -3.406  0.117
C: -1.300 3.937 -1.505  0.017
C: -0.364 3.289 -0.522  -0.518
N: 0.454 4.084 0.190  0.213
O: -0.374 2.081 -0.353  -0.017
H: -1.036 4.969 -1.734  0.073
H: -2.300 3.888 -1.068  0.073
H: -1.309 3.340 -2.415  0.089
H: 0.407 5.082 0.111  0.103
H: 1.045 3.664 0.896  0.092
F: 3.027 1.414 -0.211  -0.071

Forces on atoms 1 to 2 (eV/Å):
-0.140 0.482 0.068
-0.003 -0.007 -0.001

***

No. 3
Computed, not measured: C39H35BrF4MoN5PS3Se2 as an isolated structure, with wB97M-V/def2-TZVPD.

Its total charge is +3. The value obtained for the HOMO-LUMO gap (alpha / beta) is 5.61 / 5.69 eV. The value obtained for the calculated total energy is -11160.5074 hartree. As for the spin multiplicity: 2. The energy above the lowest of the compared OMol25 structures with the same formula, charge and spin comes out at 0.0 kcal per mole. The calculation puts the LUMO energy (alpha / beta) at -9.88 / -9.78 eV. The expectation value of S² is 0.77.

Last column: Löwdin charge in e.
CARTESIAN COORDINATES (ANGSTROEM)
Mo: -0.286 0.032 0.839  0.703
Se: 0.003 -3.016 -2.394  0.811
Se: -0.693 -2.400 -0.259  0.730
C: -2.143 -1.295 -0.917  -0.658
C: -3.195 -1.702 -1.707  -0.053
C: -4.127 -0.745 -2.096  0.009
C: -3.981 0.557 -1.641  0.004
C: -2.887 0.880 -0.859  -0.136
N: -1.965 -0.028 -0.518  -0.214
C: 1.688 -3.667 -1.737  -0.677
C: 2.595 -4.318 -2.559  -0.071
C: 3.843 -4.608 -2.031  -0.023
C: 4.121 -4.270 -0.714  -0.033
C: 3.112 -3.708 0.045  -0.126
N: 1.915 -3.402 -0.456  -0.053
H: -3.279 -2.737 -2.009  0.125
H: -4.955 -1.019 -2.736  0.135
H: -4.700 1.322 -1.896  0.131
H: -2.729 1.889 -0.502  0.087
H: 2.333 -4.575 -3.576  0.120
H: 4.593 -5.086 -2.646  0.129
H: 5.099 -4.445 -0.290  0.117
H: 3.255 -3.474 1.093  0.098
F: -2.617 7.218 -1.267  0.196
C: -2.126 6.163 -0.667  -0.118
C: -2.107 6.081 0.717  -0.121
F: -2.573 7.069 1.451  0.180
C: -1.582 4.958 1.337  -0.201
F: -1.549 4.974 2.669  0.113
C: -1.073 3.873 0.617  -0.288
P: -0.279 2.444 1.483  1.005
C: 1.339 3.214 1.800  -0.346
C: 1.508 4.191 2.782  -0.062
C: 2.732 4.832 2.905  -0.033
C: 3.778 4.534 2.042  -0.042
C: 3.602 3.584 1.044  -0.065
C: 2.390 2.917 0.928  -0.137
C: -1.230 2.329 3.021  -0.419
C: -0.616 2.069 4.241  -0.104
C: -1.395 1.903 5.377  -0.059
C: -2.777 1.983 5.294  -0.043
C: -3.390 2.229 4.070  -0.049
C: -2.622 2.389 2.933  -0.138
C: -1.062 4.005 -0.777  -0.570
Br: -0.253 2.714 -1.886  0.917
C: -1.592 5.119 -1.408  -0.252
F: -1.571 5.194 -2.727  0.114
H: 0.691 4.455 3.440  0.110
H: 2.861 5.585 3.670  0.125
H: 4.724 5.049 2.136  0.125
H: 4.399 3.371 0.344  0.119
H: 2.238 2.202 0.133  0.034
H: 0.465 2.021 4.305  0.104
H: -0.923 1.720 6.334  0.119
H: -3.380 1.863 6.184  0.121
H: -4.467 2.308 4.010  0.122
H: -3.105 2.586 1.983  0.110
C: 5.865 0.859 2.372  -0.051
C: 4.695 0.954 3.342  -0.188
N: 3.435 0.439 2.784  0.066
C: 2.830 -0.701 3.020  -0.654
S: 1.122 -0.891 2.608  0.673
N: 3.344 -1.761 3.617  0.029
C: 4.717 -2.084 4.033  -0.202
C: 4.881 -2.047 5.547  -0.056
H: 6.772 1.187 2.877  0.098
H: 5.707 1.496 1.504  0.067
H: 6.017 -0.161 2.018  0.074
H: 4.508 1.998 3.593  0.121
H: 4.910 0.425 4.268  0.103
H: 2.929 1.092 2.199  0.086
H: 2.670 -2.485 3.821  0.125
H: 5.415 -1.411 3.546  0.089
H: 4.917 -3.096 3.679  0.130
H: 4.650 -1.063 5.956  0.076
H: 5.913 -2.284 5.799  0.095
H: 4.239 -2.786 6.028  0.085
S: -2.301 -0.875 2.209  0.676
C: -2.399 -1.620 3.762  -0.624
N: -3.551 -2.285 4.011  0.074
C: -3.806 -2.941 5.162  -0.015
C: -2.868 -2.970 6.154  -0.009
C: -1.664 -2.288 5.952  0.003
C: -1.439 -1.605 4.775  -0.084
H: -4.259 -2.283 3.285  0.157
H: -4.762 -3.439 5.246  0.150
H: -3.069 -3.503 7.071  0.131
H: -0.909 -2.298 6.727  0.131
H: -0.530 -1.053 4.616  0.041
S: 2.120 0.019 -1.698  0.825
C: 1.135 0.132 -0.529  -0.947

Forces on atoms 1 to 2 (eV/Å):
1.334 -1.779 1.714
0.203 0.193 -0.353

***

What is the formula in the second record?
C30H26BrFN5O4SV

***

Which of these has the lowest calculated total energy?
C39H35BrF4MoN5PS3Se2